Below is C6H6OS2 in the gas phase at a distorted geometry, with properties calculated with ωB97M-V/def2-TZVPD.

Structure (ORCA input):
```
! RIJCOSX wB97M-V def2-TZVPD def2/J DEFGRID3
* xyz 0 1
C -0.789 0.026 -1.612
C 0.205 -0.810 -2.226
O 0.269 -1.146 -3.365
S 1.528 -1.288 -1.075
C 0.863 -0.954 0.577
C 1.228 0.083 1.335
C 2.297 1.016 0.867
C 2.923 1.009 -0.305
S 3.689 1.423 -1.599
H -1.149 -0.478 -0.762
H -1.503 0.453 -2.372
H -0.096 0.784 -1.136
H 0.096 -1.644 0.952
H 1.022 0.231 2.499
H 2.436 1.966 1.432
*
```

E_HOMO in eV: -8.3
Gap between HOMO and LUMO in eV: 7.751
SMILES: CC(=O)S/C=C\C=C=S
E_LUMO in eV: -0.51
Relative energy (zero: lowest compared OMol25 entry of this formula, charge and spin) in kcal/mol: 66.7
Total energy in Ha: -1103.7440